No. 1
{"formula": "C29H33N5O2", "method": "the ωB97M-V functional and the def2-TZVPD basis", "smiles": "CCOC(C)=O.c1ccncc1.c1ccncc1.c1ccncc1.c1ccncc1.c1ccncc1", "charge": 0, "elements": ["N", "C", "C", "C", "C", "C", "H", "H", "H", "H", "H", "N", "C", "C", "C", "C", "C", "H", "H", "H", "H", "H", "N", "C", "C", "C", "C", "C", "H", "H", "H", "H", "H", "N", "C", "C", "C", "C", "C", "H", "H", "H", "H", "H", "N", "C", "C", "C", "C", "C", "H", "H", "H", "H", "H", "O", "C", "O", "C", "C", "C", "H", "H", "H", "H", "H", "H", "H", "H"], "xyz": [[-2.920, 1.149, -2.108], [-3.409, 2.078, -1.320], [-4.047, 3.178, -1.776], [-4.428, 3.259, -3.125], [-3.881, 2.321, -3.972], [-3.111, 1.273, -3.399], [-3.110, 1.954, -0.311], [-4.453, 3.859, -1.006], [-4.898, 4.161, -3.477], [-4.168, 2.298, -5.030], [-2.681, 0.496, -4.029], [-3.223, -3.142, -1.425], [-3.478, -1.918, -0.990], [-3.044, -1.428, 0.211], [-2.380, -2.274, 1.071], [-2.061, -3.551, 0.597], [-2.488, -3.929, -0.638], [-3.941, -1.242, -1.617], [-3.273, -0.364, 0.483], [-2.079, -1.990, 2.025], [-1.516, -4.295, 1.190], [-2.387, -4.949, -1.004], [3.269, -0.957, -1.315], [4.123, -1.297, -0.317], [3.855, -2.283, 0.616], [2.552, -2.805, 0.644], [1.664, -2.363, -0.300], [2.071, -1.457, -1.297], [5.039, -0.753, -0.308], [4.473, -2.372, 1.526], [2.309, -3.397, 1.469], [0.649, -2.731, -0.211], [1.379, -1.145, -2.118], [1.234, -4.189, 5.879], [0.035, -4.464, 5.417], [-0.459, -4.091, 4.190], [0.372, -3.283, 3.391], [1.662, -2.951, 3.891], [2.032, -3.410, 5.153], [-0.553, -5.058, 6.090], [-1.476, -4.351, 3.897], [0.014, -2.816, 2.473], [2.244, -2.150, 3.429], [2.964, -2.988, 5.619], [-0.240, 0.123, 1.749], [0.375, 0.504, 0.639], [1.571, 1.182, 0.643], [2.100, 1.599, 1.845], [1.451, 1.287, 3.021], [0.296, 0.490, 2.914], [-0.126, 0.162, -0.254], [2.042, 1.413, -0.294], [2.967, 2.194, 1.963], [1.843, 1.563, 4.037], [-0.134, -0.085, 3.767], [1.561, 2.184, -2.701], [2.138, 3.192, -3.164], [1.439, 4.326, -3.401], [0.019, 4.310, -3.074], [-0.132, 4.725, -1.635], [3.656, 3.205, -3.301], [-0.385, 3.243, -3.279], [-0.472, 5.026, -3.709], [-1.129, 4.472, -1.277], [0.022, 5.786, -1.534], [0.632, 4.065, -1.117], [4.038, 2.866, -2.342], [4.069, 4.130, -3.697], [3.921, 2.405, -3.966]], "lowdin_charge": [0.062, -0.188, -0.084, -0.072, -0.061, -0.142, 0.093, 0.115, 0.102, 0.106, 0.110, 0.068, -0.166, -0.075, -0.082, -0.097, -0.171, 0.064, 0.110, 0.065, 0.099, 0.106, 0.057, -0.142, -0.062, -0.084, -0.065, -0.179, 0.090, 0.110, 0.058, 0.090, 0.128, 0.051, -0.179, -0.062, -0.066, -0.084, -0.153, 0.100, 0.103, 0.072, 0.094, 0.120, 0.062, -0.156, -0.069, -0.080, -0.073, -0.159, 0.105, 0.082, 0.095, 0.118, 0.110, 0.019, -0.475, -0.025, -0.217, -0.060, 0.030, 0.140, 0.108, 0.065, 0.072, 0.097, 0.088, 0.083, 0.080]}

No. 2
{"formula": "C29H33N6O7PReSb", "method": "the ωB97M-V functional and the def2-TZVPD basis", "multiplicity": 4, "charge": 1, "elements": ["Re", "O", "C", "O", "C", "C", "C", "C", "C", "C", "O", "N", "O", "O", "N", "O", "O", "H", "H", "N", "C", "C", "C", "C", "C", "C", "C", "C", "C", "C", "C", "C", "C", "H", "H", "H", "H", "H", "H", "H", "H", "H", "H", "C", "Sb", "C", "C", "H", "H", "H", "H", "H", "H", "H", "H", "H", "C", "N", "C", "N", "C", "N", "C", "P", "C", "C", "H", "H", "H", "H", "H", "H", "H", "H", "H", "H", "H", "H"], "xyz": [[0.615, -0.546, -0.275], [3.565, -0.677, -3.019], [2.824, -0.023, -2.328], [2.529, -0.340, -1.047], [2.209, 1.317, -2.736], [2.886, 2.237, -3.540], [2.323, 3.458, -3.666], [1.118, 3.917, -3.049], [0.435, 2.973, -2.336], [0.972, 1.594, -2.165], [0.128, 0.637, -1.867], [-0.538, 3.389, -1.412], [-0.635, 2.770, -0.350], [-1.114, 4.480, -1.604], [3.022, 4.517, -4.344], [4.088, 4.252, -4.888], [2.452, 5.676, -4.270], [3.683, 1.854, -4.176], [0.732, 4.926, -3.253], [-1.133, -0.687, -0.043], [-2.418, -0.909, -0.236], [-2.927, -2.266, -0.066], [-4.126, -2.723, -0.732], [-4.686, -3.941, -0.357], [-4.112, -4.763, 0.686], [-2.861, -4.371, 1.185], [-2.306, -3.156, 0.833], [-3.321, 0.177, -0.733], [-4.626, 0.086, -0.192], [-5.419, 1.237, -0.154], [-4.949, 2.441, -0.753], [-3.771, 2.459, -1.541], [-2.989, 1.277, -1.507], [-4.672, -2.074, -1.398], [-5.612, -4.257, -0.854], [-4.602, -5.650, 1.059], [-2.259, -5.030, 1.750], [-1.370, -2.858, 1.235], [-5.046, -0.825, 0.221], [-6.402, 1.102, 0.195], [-5.492, 3.362, -0.649], [-3.455, 3.351, -2.060], [-2.105, 1.316, -2.114], [1.118, -3.287, -2.786], [1.604, -3.117, -0.767], [0.809, -4.916, 0.166], [3.756, -3.297, -0.809], [0.040, -2.962, -2.902], [1.342, -4.300, -3.206], [1.737, -2.571, -3.351], [0.034, -5.305, -0.460], [0.351, -4.725, 1.125], [1.685, -5.604, 0.277], [4.311, -2.424, -0.402], [4.043, -3.365, -1.895], [4.145, -4.253, -0.381], [2.723, 0.676, 4.203], [3.013, 1.831, 3.377], [2.059, 2.969, 3.587], [0.684, 2.535, 3.611], [0.506, 1.458, 4.569], [1.296, 0.344, 4.232], [0.866, -0.379, 3.081], [1.171, 0.706, 1.589], [2.920, 1.293, 1.995], [0.269, 2.219, 2.268], [3.058, 0.997, 5.205], [3.357, -0.097, 3.852], [2.236, 3.606, 2.651], [2.306, 3.451, 4.533], [-0.582, 1.193, 4.727], [0.809, 1.844, 5.582], [-0.194, -0.748, 3.101], [1.483, -1.299, 3.013], [3.170, 2.123, 1.250], [3.647, 0.482, 1.712], [-0.813, 2.087, 2.133], [0.404, 3.126, 1.670]], "lowdin_spin": [2.019, 0.006, 0.009, 0.112, 0.011, -0.001, 0.008, -0.002, 0.008, 0.012, 0.135, 0.001, 0.006, 0.004, 0.001, 0.001, 0.003, 0.000, 0.000, -0.101, 0.152, -0.004, 0.032, -0.008, 0.051, -0.004, 0.039, 0.007, 0.032, -0.006, 0.035, -0.003, 0.026, 0.001, -0.001, 0.003, -0.001, 0.004, 0.001, -0.001, 0.002, -0.001, 0.001, 0.025, 0.055, 0.002, 0.006, 0.001, 0.003, 0.000, 0.000, 0.000, 0.000, 0.000, 0.001, 0.000, 0.002, 0.015, 0.002, 0.018, 0.003, 0.028, 0.050, 0.143, 0.020, 0.024, 0.001, 0.000, 0.000, 0.000, 0.000, 0.001, 0.002, 0.007, 0.000, 0.000, 0.001, 0.001]}

No. 3
{"formula": "C29H33N8ReSSe", "method": "the ωB97M-V functional and the def2-TZVPD basis", "multiplicity": 4, "charge": 3, "elements": ["Re", "C", "C", "C", "C", "C", "C", "C", "C", "C", "C", "H", "H", "H", "H", "H", "H", "H", "H", "H", "H", "H", "H", "H", "H", "H", "Se", "N", "C", "C", "C", "C", "C", "N", "C", "C", "N", "C", "C", "C", "C", "C", "N", "H", "H", "H", "H", "H", "H", "S", "C", "N", "C", "C", "C", "N", "H", "H", "H", "H", "H", "H", "H", "H", "N", "C", "C", "C", "N", "H", "H", "H", "H"], "xyz": [[0.342, 0.514, -0.464], [0.153, -1.530, 2.597], [-0.812, -0.859, 1.825], [-0.646, -1.217, 0.399], [0.357, -2.320, 0.464], [0.850, -2.433, 1.767], [1.892, -3.391, 2.232], [0.688, -3.240, -0.648], [-1.930, -1.559, -0.360], [-1.916, -0.056, 2.402], [0.356, -1.364, 4.060], [1.437, -4.180, 2.837], [2.626, -2.897, 2.872], [2.413, -3.870, 1.406], [0.251, -4.223, -0.439], [1.764, -3.403, -0.738], [0.281, -2.912, -1.600], [-2.412, -2.434, 0.083], [-1.730, -1.789, -1.406], [-2.648, -0.742, -0.329], [-2.442, -0.652, 3.153], [-2.643, 0.251, 1.655], [-1.544, 0.825, 2.934], [0.633, -2.307, 4.531], [-0.533, -0.979, 4.555], [1.167, -0.655, 4.257], [-4.263, 2.092, -6.466], [-4.269, 2.591, -4.762], [-3.268, 1.974, -4.185], [-2.941, 2.130, -2.771], [-3.701, 2.920, -1.903], [-3.318, 3.020, -0.583], [-2.188, 2.339, -0.150], [-1.461, 1.559, -0.961], [-1.837, 1.455, -2.266], [-1.043, 0.567, -3.113], [-0.016, -0.086, -2.512], [0.692, -0.953, -3.246], [0.439, -1.187, -4.591], [-0.589, -0.508, -5.211], [-1.354, 0.385, -4.459], [-2.486, 1.120, -5.015], [-2.847, 1.037, -6.271], [-4.570, 3.441, -2.285], [-3.874, 3.623, 0.121], [-1.836, 2.429, 0.867], [1.467, -1.503, -2.730], [1.041, -1.907, -5.128], [-0.824, -0.660, -6.256], [0.714, 1.788, 1.555], [2.022, 2.865, 1.074], [3.091, 2.975, 1.830], [4.151, 3.982, 1.621], [3.575, 5.143, 0.835], [2.902, 4.620, -0.421], [1.911, 3.588, -0.039], [3.111, 2.407, 2.664], [4.980, 3.509, 1.090], [4.507, 4.291, 2.601], [4.363, 5.846, 0.574], [2.845, 5.677, 1.447], [3.626, 4.177, -1.107], [2.366, 5.404, -0.951], [0.990, 3.627, -0.445], [3.233, -0.012, -1.478], [4.494, -0.290, -1.129], [4.497, -0.564, 0.226], [3.175, -0.418, 0.623], [2.390, -0.092, -0.416], [2.886, 0.228, -2.392], [5.288, -0.277, -1.857], [5.344, -0.835, 0.831], [2.737, -0.527, 1.602]], "lowdin_spin": [1.798, 0.110, 0.247, 0.026, 0.275, 0.063, 0.002, 0.046, 0.014, 0.037, 0.013, 0.002, 0.000, 0.000, 0.018, 0.010, 0.001, 0.000, 0.001, 0.001, 0.011, 0.000, 0.012, 0.002, 0.001, 0.007, -0.001, -0.002, 0.000, 0.000, 0.025, -0.002, 0.025, 0.014, 0.014, 0.006, 0.016, 0.013, 0.001, 0.008, 0.000, 0.000, 0.000, 0.001, 0.000, 0.001, 0.001, 0.000, 0.000, 0.078, 0.007, 0.004, 0.000, 0.000, 0.001, 0.003, 0.001, 0.000, 0.000, 0.000, 0.000, 0.000, 0.000, 0.000, 0.004, 0.028, 0.008, 0.026, 0.023, 0.000, 0.001, 0.000, 0.001]}

Number 1: electronic energy -1549.04513 hartree. Number 2: electronic energy -2639.41893 hartree. Number 3: electronic energy -4439.95518 hartree.